DFT (the ωB97M-V functional and the def2-TZVPD basis) results for a structure of composition C57H69N3P2Sn at a distorted geometry.

Its spin multiplicity is 1. The calculation puts the energy relative to the best compared isomer or geometry (same formula, charge and spin) at 43.51 kcal/mol. For the total energy, the calculation gives -89107.228 eV. The calculation puts the HOMO energy at -0.94 eV. The charge is -2.

Positions of all 132 atoms, in Å:
Sn1 -0.2141 -0.1154 1.1038
C1 0.2375 1.3466 -5.0016
C2 -0.1388 0.5135 -3.7768
C3 -1.4008 -0.3178 -4.0352
P1 -0.2418 1.2945 -2.0683
C4 -1.5639 2.6252 -2.1473
C5 -2.8513 2.0450 -1.5357
C6 -1.9033 3.3046 -3.4778
C7 1.3386 2.2377 -2.0115
C8 1.5031 3.4855 -2.6176
C9 2.7249 4.1299 -2.7416
C10 2.8476 5.5004 -3.3642
C11 3.8471 3.4347 -2.2814
C12 3.7334 2.2244 -1.6276
C13 2.4644 1.6094 -1.3733
N1 2.2814 0.4644 -0.6608
C14 3.2173 -0.0230 0.2282
C15 4.0240 0.7710 1.0801
C16 4.9358 0.2020 1.9529
C17 5.0786 -1.1811 2.0596
C18 6.1051 -1.7932 2.9831
C19 4.2234 -1.9725 1.3030
C20 3.3108 -1.4362 0.3889
P2 2.0690 -2.3853 -0.5665
C21 2.4790 -4.1455 -0.0982
C22 3.8228 -4.7219 -0.5522
C23 1.3381 -5.0967 -0.4841
C24 2.7096 -2.1533 -2.3088
C25 4.2200 -2.1590 -2.5491
C26 1.9716 -3.0678 -3.2888
H1 0.5156 0.6767 -5.8264
H2 1.0898 1.9979 -4.8007
H3 -0.5968 1.9613 -5.3475
H4 0.6819 -0.1868 -3.6112
H5 -2.2703 0.3251 -4.2129
H6 -1.6308 -0.9608 -3.1787
H7 -1.2721 -0.9557 -4.9183
H8 -1.1830 3.3838 -1.4577
H9 -3.2524 1.2427 -2.1688
H10 -3.6247 2.8188 -1.4396
H11 -2.6739 1.6389 -0.5407
H12 -2.4208 2.6094 -4.1466
H13 -1.0321 3.6938 -4.0057
H14 -2.5848 4.1429 -3.2916
H15 0.6248 3.9892 -3.0132
H16 1.8646 5.8981 -3.6262
H17 3.4526 5.4835 -4.2765
H18 3.3186 6.2107 -2.6787
H19 4.8368 3.8598 -2.4463
H20 4.6276 1.7141 -1.2955
H21 3.9180 1.8472 1.0384
H22 5.5470 0.8470 2.5843
H23 7.1152 -1.7211 2.5639
H24 5.8867 -2.8480 3.1611
H25 6.1151 -1.2908 3.9552
H26 4.2857 -3.0497 1.4414
H27 2.4736 -4.0864 0.9958
H28 3.7781 -5.0116 -1.6070
H29 4.0607 -5.6257 0.0246
H30 4.6473 -4.0177 -0.4305
H31 1.2918 -5.2451 -1.5685
H32 0.3701 -4.7162 -0.1511
H33 1.4915 -6.0802 -0.0205
H34 2.3718 -1.1343 -2.4755
H35 4.6273 -3.1730 -2.5832
H36 4.7451 -1.6032 -1.7683
H37 4.4454 -1.6779 -3.5093
H38 2.3545 -4.0940 -3.2451
H39 2.0979 -2.7111 -4.3181
H40 0.8982 -3.0964 -3.0733
C27 -2.3152 1.3190 1.4423
C28 -3.3178 1.9225 1.0022
C29 -4.4548 2.4757 0.4404
C30 -4.6023 3.9474 0.5232
C31 -5.8214 4.5884 0.8122
C32 -5.9116 5.9699 0.9495
C33 -4.7874 6.7757 0.8106
C34 -3.5674 6.1615 0.5385
C35 -3.4791 4.7835 0.3986
C36 -5.4720 1.5938 -0.1278
C37 -5.3610 0.1890 0.0046
C38 -6.2862 -0.6783 -0.5521
C39 -7.3807 -0.2034 -1.2755
C40 -7.5009 1.1722 -1.4403
C41 -6.5716 2.0493 -0.8917
H41 -6.7026 3.9807 0.9720
H42 -6.8698 6.4208 1.1846
H43 -4.8599 7.8508 0.9197
H44 -2.6740 6.7680 0.4317
H45 -2.5204 4.3171 0.2005
H46 -4.5190 -0.2019 0.5655
H47 -6.1541 -1.7473 -0.4223
H48 -8.1057 -0.8828 -1.7083
H49 -8.3310 1.5724 -2.0135
H50 -6.6795 3.1084 -1.0837
C42 -3.5506 0.0422 3.8728
C43 -2.1663 0.7062 3.8274
C44 -2.2591 2.1525 4.3220
C45 -1.2239 -0.0651 4.7436
N2 -1.6273 0.6738 2.4423
H51 -3.8910 -0.0458 4.9123
H52 -3.4891 -0.9618 3.4362
H53 -4.2892 0.6208 3.3110
H54 -2.7128 2.1827 5.3193
H55 -2.8674 2.7601 3.6460
H56 -1.2565 2.5914 4.3748
H57 -1.5536 0.0333 5.7833
H58 -0.2046 0.3231 4.6673
H59 -1.2068 -1.1278 4.4814
C46 2.7497 -2.9464 5.3689
C47 2.5418 -1.6551 4.8929
C48 1.6498 -1.4062 3.8647
C49 0.8891 -2.4344 3.2766
C50 1.1561 -3.7473 3.7329
C51 2.0609 -3.9899 4.7588
N3 -0.0041 -2.1477 2.2572
C52 -1.1605 -2.8855 2.0456
C53 -1.8821 -3.5789 3.0435
C54 -3.0939 -4.1918 2.7599
C55 -3.6525 -4.1416 1.4841
C56 -2.9626 -3.4587 0.4895
C57 -1.7422 -2.8532 0.7585
H60 3.4430 -3.1364 6.1808
H61 3.0939 -0.8261 5.3232
H62 1.5265 -0.3916 3.4990
H63 0.6452 -4.5769 3.2590
H64 2.2364 -5.0108 5.0803
H65 -1.4967 -3.6090 4.0531
H66 -3.6226 -4.7049 3.5562
H67 -4.6087 -4.6068 1.2775
H68 -3.3725 -3.4023 -0.5142
H69 -1.1984 -2.3530 -0.0403



DFT (the ωB97M-V functional and the def2-TZVPD basis) results for a structure of composition C57H71BrN6O3PS3ScSi4Te at a distorted geometry.

Its spin multiplicity is 1. The calculation puts the energy relative to the best compared isomer or geometry (same formula, charge and spin) at 27.50 kcal/mol. For the total energy, the calculation gives -246695.825 eV. The calculation puts the HOMO energy at -6.51 eV. The charge is 0.

Positions of all 148 atoms, in Å:
Sc1 0.1222 -0.5138 -0.1527
C1 6.3574 -1.5465 -1.9250
C2 5.4821 -2.7543 -2.2694
N1 4.4155 -3.0258 -1.2789
C3 4.6425 -4.1361 -0.3536
C4 5.3408 -3.7109 0.9291
C5 3.3013 -2.2506 -1.2306
S1 2.1189 -2.5310 -0.0166
N2 3.2940 -1.3112 -2.2146
C6 2.3627 -0.4100 -2.3703
O1 1.3104 -0.2776 -1.6745
C7 2.5310 0.5807 -3.4771
C8 1.5690 1.5758 -3.6380
C9 1.7106 2.5285 -4.6410
C10 2.8135 2.4901 -5.4855
C11 3.7715 1.4917 -5.3326
C12 3.6309 0.5383 -4.3332
H1 7.1191 -1.3971 -2.6987
H2 6.8633 -1.6918 -0.9636
H3 5.7303 -0.6528 -1.8666
H4 6.0989 -3.6472 -2.3198
H5 5.0235 -2.6017 -3.2403
H6 5.2432 -4.8763 -0.8777
H7 3.6852 -4.5858 -0.1175
H8 6.2957 -3.2182 0.7157
H9 5.5519 -4.5864 1.5480
H10 4.7056 -3.0219 1.4955
H11 0.7070 1.5905 -2.9796
H12 0.9552 3.2989 -4.7640
H13 2.9258 3.2342 -6.2686
H14 4.6275 1.4571 -5.9975
H15 4.3629 -0.2511 -4.2053
Br1 6.2550 -4.1237 5.8076
C13 4.3659 -4.2794 5.8736
C14 3.7178 -3.9922 7.0590
C15 2.3385 -4.1127 7.1196
C16 1.6020 -4.4707 5.9990
C17 2.2701 -4.7713 4.8145
C18 3.6577 -4.6851 4.7520
N3 0.1931 -4.6874 6.2064
N4 -0.7338 -4.4151 5.4131
C19 -0.6819 -3.6756 4.1784
C20 -1.5994 -4.1163 3.2525
C21 -1.7398 -3.5511 1.9824
C22 -0.9653 -2.4827 1.6010
O2 -1.0985 -1.8803 0.4430
C23 -0.0113 -1.9784 2.5500
N5 0.7283 -0.9142 2.1256
C24 1.5635 -0.3551 2.9527
C25 1.6386 -0.7216 4.3086
C26 0.8880 -1.7718 4.7574
C27 0.1018 -2.5205 3.8484
H16 4.2829 -3.6905 7.9321
H17 1.8104 -3.9112 8.0480
H18 1.7064 -5.0839 3.9421
H19 4.1771 -4.9252 3.8322
H20 -2.2145 -4.9660 3.5385
H21 -2.4673 -3.9358 1.2773
H22 2.1654 0.4507 2.5540
H23 2.2693 -0.1511 4.9828
H24 0.8749 -2.0152 5.8101
C28 -1.5234 1.1933 -6.0124
Si1 -3.0566 1.7635 -5.0993
C29 -4.4364 1.9565 -6.3605
C30 -2.7194 3.4633 -4.3857
Si2 -3.5571 0.2577 -3.3907
Te1 -1.8179 0.7840 -1.6867
Si3 -5.5977 0.8531 -2.4291
C31 -5.4310 2.5827 -1.7261
C32 -7.0609 0.8714 -3.6070
C33 -6.0393 -0.2765 -0.9972
Si4 -3.7109 -1.9230 -4.1835
C34 -4.0890 -3.1268 -2.8016
C35 -2.1592 -2.5145 -5.0462
C36 -5.1099 -1.9928 -5.4351
H25 -1.1410 1.9795 -6.6778
H26 -1.7412 0.3042 -6.6234
H27 -0.7257 0.9249 -5.3025
H28 -4.1376 2.6640 -7.1468
H29 -5.3549 2.3389 -5.8901
H30 -4.6824 0.9962 -6.8408
H31 -2.3460 4.1488 -5.1585
H32 -1.9725 3.3927 -3.5797
H33 -3.6356 3.8943 -3.9493
H34 -5.5711 3.3494 -2.5081
H35 -4.4243 2.7225 -1.3012
H36 -6.1683 2.7630 -0.9307
H37 -6.8431 1.4851 -4.4951
H38 -7.9417 1.2974 -3.1057
H39 -7.3245 -0.1362 -3.9588
H40 -5.1912 -0.3468 -0.2981
H41 -6.2766 -1.2963 -1.3366
H42 -6.9059 0.1140 -0.4472
H43 -3.3271 -3.0553 -2.0103
H44 -4.1001 -4.1579 -3.1776
H45 -5.0671 -2.9163 -2.3444
H46 -1.2818 -2.4255 -4.3880
H47 -1.9587 -1.9216 -5.9512
H48 -2.2632 -3.5670 -5.3409
H49 -6.0698 -1.7019 -4.9825
H50 -5.2183 -3.0065 -5.8454
H51 -4.9172 -1.3043 -6.2730
S2 3.4489 1.4393 0.0641
C37 4.8411 1.4749 0.9408
N6 6.0837 1.4902 0.4285
C38 7.2123 1.3049 1.3341
C39 6.7294 1.7961 2.6905
S3 4.9433 1.4432 2.6971
H52 6.1819 1.3733 -0.5667
H53 8.0687 1.8792 0.9910
H54 7.4977 0.2513 1.3862
H55 6.8659 2.8669 2.8058
H56 7.2059 1.2751 3.5137
O3 0.0408 1.3697 0.6960
P1 -0.9408 2.0032 1.7065
C40 -1.9103 3.3602 1.0405
C41 -3.0421 3.8127 1.7114
C42 -3.6439 5.0031 1.3214
C43 -3.1208 5.7325 0.2631
C44 -1.9940 5.2763 -0.4142
C45 -1.3772 4.0979 -0.0194
C46 0.0122 2.8530 2.9895
C47 1.3679 3.0883 2.7655
C48 2.1025 3.8304 3.6874
C49 1.4880 4.3411 4.8231
C50 0.1306 4.1300 5.0360
C51 -0.6076 3.3955 4.1207
C52 -2.1285 1.0041 2.6214
C53 -1.9204 0.7420 3.9786
C54 -2.8842 0.0762 4.7205
C55 -4.0552 -0.3510 4.1098
C56 -4.2728 -0.0955 2.7604
C57 -3.3236 0.5893 2.0186
H57 -3.4662 3.2290 2.5249
H58 -4.5254 5.3578 1.8431
H59 -3.6007 6.6549 -0.0448
H60 -1.5986 5.8385 -1.2538
H61 -0.4987 3.7298 -0.5381
H62 1.8412 2.6926 1.8673
H63 3.1573 4.0071 3.5146
H64 2.0657 4.9140 5.5420
H65 -0.3561 4.5477 5.9112
H66 -1.6700 3.2438 4.2847
H67 -1.0083 1.0669 4.4628
H68 -2.7168 -0.1164 5.7772
H69 -4.7966 -0.8932 4.6888
H70 -5.1894 -0.4258 2.2831
H71 -3.5053 0.8147 0.9828



DFT (the ωB97M-V functional and the def2-TZVPD basis) results for a structure of composition C57H84BrN8OP2S2Sn.

Its spin multiplicity is 1. The calculation puts the energy relative to the best compared isomer or geometry (same formula, charge and spin) at 52.43 kcal/mol. For the total energy, the calculation gives -190541.223 eV. The calculation puts the HOMO energy (spin up / spin down) at -14.59 / -14.33 eV. The charge is +3.

Positions of all 156 atoms, in Å:
Sn1 -0.0516 -0.8116 -0.8919
C1 -2.2805 7.3594 0.0055
C2 -3.3010 6.2674 -0.3564
C3 -4.1316 5.9090 0.8974
C4 -4.2419 6.8032 -1.4370
C5 -2.5888 4.9999 -0.7827
C6 -1.5150 4.5080 0.0071
C7 -0.8858 3.3732 -0.3584
Br1 0.5188 2.7357 0.7289
C8 -1.2956 2.5624 -1.5150
O1 -0.6992 1.4894 -1.7913
C9 -2.4137 3.0755 -2.3143
C10 -2.9816 4.2614 -1.9138
C11 -2.9130 2.4429 -3.6255
C12 -4.4173 2.7147 -3.8134
C13 -2.7099 0.9221 -3.7397
C14 -2.1244 3.1270 -4.7612
H1 -2.8145 8.2794 0.2485
H2 -1.6100 7.5696 -0.8330
H3 -1.6739 7.0956 0.8757
H4 -4.6607 6.8012 1.2443
H5 -3.4959 5.5509 1.7146
H6 -4.8757 5.1395 0.6684
H7 -4.6709 7.7466 -1.0969
H8 -5.0748 6.1221 -1.6347
H9 -3.7141 6.9989 -2.3760
H10 -1.1930 5.0412 0.8906
H11 -3.7907 4.6564 -2.5105
H12 -4.9868 2.4786 -2.9084
H13 -4.7926 2.0827 -4.6198
H14 -4.6295 3.7482 -4.0986
H15 -3.2197 0.3762 -2.9364
H16 -1.6634 0.6473 -3.7252
H17 -3.1304 0.5866 -4.6924
H18 -2.2760 4.2092 -4.7492
H19 -2.4664 2.7413 -5.7275
H20 -1.0502 2.9286 -4.6699
C15 2.6775 -2.1020 -4.7424
N1 2.0247 -1.5834 -3.5067
P1 1.8192 -2.5477 -2.1327
C16 1.8422 -4.2634 -2.6727
C17 3.0193 -4.9659 -2.9366
C18 2.9530 -6.2702 -3.4010
C19 1.7185 -6.8831 -3.5971
C20 0.5430 -6.1963 -3.3266
C21 0.6060 -4.8888 -2.8624
C22 3.3093 -2.3129 -1.1164
C23 4.0440 -1.1327 -1.2124
C24 5.1463 -0.9244 -0.3859
C25 5.5169 -1.8927 0.5385
C26 4.7738 -3.0680 0.6545
C27 3.6659 -3.2721 -0.1590
P2 1.0145 -0.2300 -3.5045
C28 -0.0262 -0.3505 -4.9633
C29 -0.3045 0.7380 -5.7923
C30 -1.1602 0.5805 -6.8769
C31 -1.7595 -0.6486 -7.1198
C32 -1.5110 -1.7298 -6.2787
C33 -0.6542 -1.5803 -5.2002
C34 2.0640 1.2194 -3.7139
C35 2.7134 1.4985 -4.9218
C36 3.5138 2.6252 -5.0300
C37 3.6715 3.4816 -3.9439
C38 3.0399 3.2035 -2.7386
C39 2.2352 2.0754 -2.6267
H21 2.1883 -3.0046 -5.1020
H22 3.7270 -2.3233 -4.5434
H23 2.6322 -1.3535 -5.5275
H24 3.9851 -4.4981 -2.7840
H25 3.8665 -6.8135 -3.6123
H26 1.6755 -7.9038 -3.9588
H27 -0.4163 -6.6800 -3.4720
H28 -0.3093 -4.3483 -2.6390
H29 3.7745 -0.3826 -1.9480
H30 5.7305 -0.0162 -0.4847
H31 6.4053 -1.7480 1.1470
H32 5.0766 -3.8360 1.3587
H33 3.0897 -4.1850 -0.0663
H34 0.1442 1.7039 -5.5962
H35 -1.3532 1.4187 -7.5381
H36 -2.4276 -0.7663 -7.9660
H37 -1.9871 -2.6860 -6.4681
H38 -0.4586 -2.4234 -4.5443
H39 2.6016 0.8478 -5.7808
H40 4.0124 2.8399 -5.9678
H41 4.2926 4.3653 -4.0406
H42 3.1746 3.8626 -1.8865
H43 1.7407 1.8492 -1.6949
C40 0.0779 -4.0699 3.4337
N2 0.8585 -2.8317 3.3789
C41 0.6361 -1.9779 4.5456
C42 2.0887 -0.2929 3.2134
N3 2.0185 -1.1810 2.0758
C43 0.7854 -1.9819 2.1940
S1 0.4474 -2.8305 0.6479
H44 0.3253 -4.5908 4.3586
H45 0.3384 -4.7185 2.6027
H46 -1.0073 -3.8796 3.4170
H47 1.2721 -2.2806 5.3775
H48 -0.3983 -2.0591 4.8845
H49 3.6482 0.5430 4.2805
H50 2.0596 0.7456 2.8844
H51 2.8314 -1.7670 1.8965
C44 -5.1227 -3.1410 0.2036
N4 -3.6944 -3.0127 -0.1259
C45 -3.0494 -4.2342 -0.6054
C46 -3.0789 -1.8229 -0.2036
N5 -2.0589 -1.6491 -1.0535
N6 -3.5697 -0.8152 0.5514
C47 -3.1208 0.5466 0.3035
C48 -4.0382 -1.0591 1.9274
H52 -5.2757 -3.5614 1.1982
H53 -5.5841 -3.8095 -0.5234
H54 -5.6160 -2.1741 0.1398
H55 -3.3979 -5.0695 -0.0011
H56 -1.9702 -4.1677 -0.4875
H57 -3.3050 -4.4422 -1.6488
H58 -1.9640 -2.4713 -1.6322
H59 -3.1217 0.7496 -0.7602
H60 -2.1188 0.7237 0.7100
H61 -3.8077 1.2351 0.7971
H62 -3.9904 -2.1152 2.1722
H63 -5.0609 -0.7066 2.0592
H64 -3.3899 -0.5273 2.6224
C49 5.5264 -3.3844 6.6063
C50 5.2772 -1.9055 6.8987
C51 5.0584 -1.0686 5.6394
C52 3.6970 -1.3554 5.0350
N7 3.4394 -0.3835 3.9124
C53 0.8433 -0.5282 4.0824
S2 -0.4175 -0.6149 2.6092
N8 0.7175 0.4500 5.0822
C54 -0.2726 0.2655 6.1644
C55 -0.6161 1.6158 6.7905
C56 -1.8603 2.2538 6.1739
C57 -2.0834 3.6860 6.6542
H65 5.6679 -3.9377 7.5359
H66 6.4304 -3.5169 6.0052
H67 4.6903 -3.8545 6.0761
H68 6.1329 -1.4915 7.4323
H69 4.4154 -1.7909 7.5638
H70 5.8530 -1.2872 4.9167
H71 5.1225 -0.0035 5.8963
H72 2.9217 -1.1969 5.7741
H73 3.6255 -2.3612 4.6277
H74 4.1278 -0.5513 3.1769
H75 0.7140 1.3985 4.7275
H76 0.1337 -0.4195 6.9106
H77 -1.1882 -0.1873 5.7597
H78 0.2389 2.2950 6.6774
H79 -0.7624 1.4925 7.8652
H80 -2.7283 1.6396 6.4305
H81 -1.7715 2.2371 5.0779
H82 -2.0836 3.7321 7.7465
H83 -3.0416 4.0789 6.3077
H84 -1.2942 4.3529 6.2924



Q: What is the formula in the third record?
A: C57H84BrN8OP2S2Sn